# 1
C28H32F3Ge2N3O4RbS2 as an isolated structure in a non-equilibrium geometry. Source: OMol25; level of theory: the ωB97M-V functional and the def2-TZVPD basis.

Total charge ... -2
Molar mass ... 826.397 g mol⁻¹
Spin multiplicity ... 2
Frontier orbital gap (alpha / beta) ... 4.50 / 5.96 eV
Lowest unoccupied orbital energy (alpha / beta) ... 3.6221 / 3.6207 eV
Energy ... -185726.429 eV

Cartesian coordinates (Å):
Rb1 -0.487 -1.762 -0.796
N1 -0.086 1.409 1.515
C1 -1.220 0.747 2.159
C2 -1.310 -0.723 1.700
O1 -2.426 -1.185 1.431
O2 -0.213 -1.342 1.656
H1 0.129 2.292 1.966
H2 -0.289 1.603 0.529
H3 -2.173 1.239 1.959
H4 -1.043 0.729 3.238
O3 1.375 2.863 -4.579
C3 2.357 2.053 -4.160
C4 3.466 1.887 -4.992
C5 4.526 1.087 -4.610
C6 4.507 0.440 -3.381
C7 3.405 0.583 -2.558
C8 2.314 1.365 -2.929
C9 1.129 1.379 -2.011
O4 1.011 0.470 -1.158
N2 0.279 2.391 -2.245
N3 -0.766 2.470 -1.385
C10 -1.771 3.156 -1.691
S1 -3.074 3.357 -0.509
C11 -4.168 4.339 -1.582
C12 -3.844 4.003 -3.023
S2 -2.039 4.052 -3.227
H5 0.712 2.887 -3.822
H6 3.474 2.410 -5.940
H7 5.371 0.966 -5.279
H8 5.343 -0.176 -3.071
H9 3.360 0.085 -1.597
H10 -4.005 5.397 -1.375
H11 -5.196 4.075 -1.331
H12 -4.271 4.731 -3.713
H13 -4.193 3.005 -3.286
C13 4.629 -2.016 -0.259
Ge1 3.743 -1.916 1.553
C14 5.348 -2.338 2.761
C15 2.808 -3.699 1.522
Ge2 1.768 0.161 1.462
C16 2.880 1.913 1.298
C17 4.193 1.827 1.760
C18 5.013 2.944 1.829
C19 4.534 4.181 1.415
C20 3.245 4.280 0.912
C21 2.432 3.153 0.848
C22 1.735 0.279 3.516
C23 1.769 1.482 4.220
C24 1.713 1.516 5.609
C25 1.584 0.335 6.328
C26 1.541 -0.874 5.646
C27 1.631 -0.895 4.262
H14 5.295 -2.881 -0.305
H15 5.209 -1.118 -0.486
H16 3.859 -2.130 -1.025
H17 5.742 -3.324 2.499
H18 5.066 -2.338 3.816
H19 6.139 -1.597 2.623
H20 3.509 -4.485 1.228
H21 1.992 -3.667 0.798
H22 2.387 -3.960 2.494
H23 4.570 0.862 2.087
H24 6.025 2.862 2.212
H25 5.168 5.059 1.472
H26 2.874 5.241 0.573
H27 1.438 3.256 0.421
H28 1.868 2.415 3.673
H29 1.768 2.461 6.139
H30 1.518 0.361 7.410
H31 1.433 -1.802 6.198
H32 1.611 -1.842 3.732
F1 -2.045 -2.222 -2.572
C28 -1.969 -3.655 -2.630
F2 -0.704 -3.883 -1.977
F3 -1.573 -3.817 -3.972


# 2
A 5-piece molecular cluster, C40H51N4O20P4S2 overall in a non-equilibrium geometry. Source: OMol25; level of theory: the ωB97M-V functional and the def2-TZVPD basis.

Total charge ... -1
Molar mass ... 1095.886 g mol⁻¹
Frontier orbital gap ... 2.68 eV
Lowest unoccupied orbital energy ... -0.2385 eV
Energy ... -148037.888 eV

Cartesian coordinates (Å):
C1 -2.226 4.096 2.251
C2 -2.053 2.550 2.482
N1 -3.065 1.812 2.226
C3 -0.759 1.906 3.043
C4 0.550 2.166 2.188
C5 1.291 3.484 2.617
C6 1.645 3.597 4.148
S1 2.180 2.021 4.937
C7 0.892 1.472 6.064
N2 0.327 2.207 7.020
N3 -0.614 1.369 7.570
C8 -0.578 0.212 6.945
O1 0.394 0.200 5.943
O2 0.014 2.526 0.891
P1 0.231 1.430 -0.425
C9 -1.102 2.530 -1.293
C10 -1.191 2.304 -2.844
C11 -1.572 3.657 -3.632
S2 -3.079 3.490 -4.676
P2 -1.390 -0.015 0.073
C12 -0.784 -1.520 1.018
C13 -2.226 -0.707 -1.463
P3 2.018 2.489 -1.239
C14 1.663 4.277 -1.685
C15 2.622 1.502 -2.714
O3 1.264 0.383 0.508
C16 1.513 0.912 1.836
P4 3.384 1.201 1.801
N4 4.097 0.531 0.353
O4 4.014 0.205 3.054
H1 -2.097 4.588 3.259
H2 -3.261 4.364 1.922
H3 -1.446 4.490 1.560
H4 -3.835 2.385 1.867
H5 -0.668 2.268 4.109
H6 -0.904 0.794 3.136
H7 2.202 3.709 2.009
H8 0.577 4.328 2.398
H9 2.522 4.295 4.226
H10 0.808 4.006 4.772
H11 -1.213 -0.670 7.115
H12 0.319 0.664 -1.674
H13 -2.086 2.219 -0.834
H14 -0.995 3.615 -1.011
H15 -2.033 1.600 -3.077
H16 -0.241 1.941 -3.303
H17 -0.690 4.010 -4.215
H18 -1.778 4.443 -2.860
H19 -3.311 2.148 -4.846
H20 0.118 -2.027 0.592
H21 -1.618 -2.282 0.972
H22 -0.659 -1.307 2.115
H23 -1.484 -0.760 -2.306
H24 -3.095 -0.039 -1.690
H25 -2.573 -1.742 -1.200
H26 1.697 4.943 -0.792
H27 0.718 4.456 -2.255
H28 2.500 4.613 -2.363
H29 3.742 1.424 -2.678
H30 2.276 1.916 -3.697
H31 2.255 0.438 -2.683
H32 1.186 0.041 2.477
H33 4.503 1.303 -0.181
H34 4.901 -0.042 0.637
H35 4.086 -0.688 2.658
C17 -1.768 -6.050 0.892
C18 -0.673 -5.704 0.204
C19 0.613 -6.452 0.357
O5 1.580 -6.119 -0.301
C20 0.651 -7.565 1.306
C21 -0.442 -7.906 1.993
C22 -1.735 -7.175 1.821
O6 -2.710 -7.535 2.457
O7 -0.434 -8.925 2.874
O8 -0.678 -4.672 -0.652
H36 -2.705 -5.518 0.790
H37 1.591 -8.088 1.420
H38 -1.341 -8.965 3.233
H39 0.226 -4.629 -1.019
C23 -0.418 4.875 -8.802
C24 -0.522 5.050 -10.122
C25 -1.849 5.029 -10.811
O9 -1.897 5.212 -12.016
C26 -3.039 4.782 -10.002
C27 -2.936 4.603 -8.679
C28 -1.614 4.652 -7.987
O10 -1.576 4.502 -6.784
O11 -4.012 4.371 -7.911
O12 0.561 5.256 -10.897
H40 0.536 4.891 -8.291
H41 -3.991 4.751 -10.515
H42 -3.669 4.277 -6.993
H43 0.217 5.353 -11.804
C29 0.513 -4.090 -5.199
C30 0.037 -4.336 -6.422
C31 -1.426 -4.514 -6.671
O13 -1.816 -4.718 -7.808
C32 -2.331 -4.439 -5.528
C33 -1.856 -4.196 -4.301
C34 -0.395 -3.991 -4.058
O14 -0.014 -3.755 -2.929
O15 -2.665 -4.125 -3.233
O16 0.851 -4.434 -7.490
H44 1.569 -3.957 -5.006
H45 -3.385 -4.587 -5.719
H46 -2.080 -3.939 -2.469
H47 0.263 -4.612 -8.249
C35 2.164 -1.030 9.258
C36 1.328 -2.053 9.462
C37 1.740 -3.258 10.244
O17 0.939 -4.157 10.420
C38 3.106 -3.305 10.764
C39 3.944 -2.284 10.557
C40 3.522 -1.067 9.799
O18 4.314 -0.155 9.652
O19 5.206 -2.303 11.023
O20 0.074 -2.045 8.974
H48 1.876 -0.152 8.696
H49 3.398 -4.189 11.312
H50 5.599 -1.453 10.742
H51 -0.323 -2.891 9.258


# 3
A 3-piece molecular cluster, C26H46ClF5O7S overall in a non-equilibrium geometry. Source: OMol25; level of theory: the ωB97M-V functional and the def2-TZVPD basis.

Molar mass ... 633.157 g mol⁻¹
SMILES ... CCCCC[C@]1(OC[C@H](C)C(C)C)OS(=O)(=O)O[C@@]1(C[C@@H](C)Cl)C(F)(F)C(F)(F)F.C1CCOC1.C1CCOC1
Frontier orbital gap ... 9.77 eV
Lowest unoccupied orbital energy ... 0.3337 eV
Energy ... -78980.026 eV

Cartesian coordinates (Å):
C1 4.648 -2.070 -0.198
C2 4.314 -1.221 -1.506
C3 4.738 0.332 -1.390
C4 3.985 1.064 -0.186
C5 3.133 2.345 -0.601
C6 1.813 2.023 -1.437
O1 0.626 2.124 -0.645
C7 0.700 1.386 0.593
C8 -0.766 0.944 1.123
C9 -1.001 1.834 2.455
C10 -0.837 -0.589 1.556
C11 -2.391 -0.904 1.906
C12 -0.429 -1.628 0.424
O2 1.704 0.656 -1.963
S1 0.271 0.584 -2.864
O3 -0.966 0.152 -2.113
O4 0.284 -0.396 -4.013
O5 0.338 2.220 -3.290
C13 1.495 2.937 -2.744
C14 2.759 3.158 -3.686
C15 2.617 2.647 -5.184
C16 2.670 1.033 -5.329
Cl1 1.213 3.340 -6.122
C17 0.813 4.378 -2.461
F1 0.826 5.197 -3.616
F2 -0.557 4.260 -2.140
C18 1.529 5.234 -1.327
F3 1.064 6.559 -1.481
F4 2.923 5.334 -1.491
F5 1.212 4.879 -0.030
H1 5.587 -1.755 0.351
H2 4.693 -3.193 -0.414
H3 3.777 -1.939 0.532
H4 3.209 -1.348 -1.723
H5 4.864 -1.728 -2.376
H6 5.865 0.312 -1.206
H7 4.476 0.787 -2.408
H8 4.804 1.443 0.523
H9 3.419 0.275 0.393
H10 3.851 3.028 -1.177
H11 2.915 2.916 0.366
H12 1.174 2.083 1.370
H13 1.311 0.434 0.558
H14 -1.541 1.234 0.349
H15 -0.072 1.739 3.117
H16 -1.140 2.935 2.227
H17 -1.895 1.494 3.060
H18 -0.239 -0.686 2.523
H19 -2.476 -2.041 1.863
H20 -2.977 -0.497 1.014
H21 -2.719 -0.459 2.889
H22 0.558 -1.419 -0.092
H23 -0.303 -2.640 0.947
H24 -1.214 -1.738 -0.385
H25 3.663 2.602 -3.251
H26 3.102 4.248 -3.748
H27 3.560 3.005 -5.726
H28 3.522 0.763 -6.046
H29 2.909 0.592 -4.315
H30 1.728 0.624 -5.806
C19 -0.589 -7.020 0.139
C20 -2.067 -7.307 -0.021
C21 -2.696 -6.120 0.683
O6 -1.795 -5.017 0.523
C22 -0.547 -5.509 0.015
H31 0.039 -7.525 -0.596
H32 -0.259 -7.323 1.138
H33 -2.334 -7.295 -1.083
H34 -2.377 -8.265 0.398
H35 -2.808 -6.308 1.757
H36 -3.673 -5.858 0.272
H37 -0.466 -5.199 -1.032
H38 0.279 -5.065 0.575
C23 -6.548 0.552 4.900
C24 -6.095 1.932 5.326
C25 -4.600 1.862 5.084
O7 -4.399 0.959 3.988
C26 -5.629 0.268 3.728
H39 -7.605 0.498 4.635
H40 -6.359 -0.165 5.706
H41 -6.545 2.688 4.674
H42 -6.348 2.179 6.358
H43 -4.074 1.456 5.955
H44 -4.168 2.836 4.840
H45 -6.044 0.662 2.794
H46 -5.430 -0.798 3.598